DFT (wB97M-V/def2-TZVPD) results for 18 unconnected molecules or ions with the total composition C36H117O45P9 at a distorted geometry.

```
! wB97M-V def2-TZVPD RIJCOSX def2/J DEFGRID3
* xyz 0 1
C -3.76100 -0.83537 1.84521
O -3.25405 -1.39136 3.05052
P -4.14820 -2.53014 3.80607
O -5.19371 -3.19809 2.96178
O -3.14298 -3.48624 4.54689
C -2.25745 -4.19425 3.73705
O -4.78586 -1.69211 5.08964
C -3.98887 -1.15915 6.16042
H -4.28953 0.08804 2.08199
H -4.49026 -1.45659 1.32523
H -2.90632 -0.76675 1.17223
H -2.59684 -5.22517 3.63648
H -1.30202 -4.18235 4.26156
H -2.09267 -3.77301 2.74533
H -4.08189 -0.07313 6.16444
H -2.92602 -1.39941 6.13375
H -4.36665 -1.44455 7.14222
C 2.64891 -2.93738 -2.80503
O 1.89189 -4.04374 -2.39349
P 2.58054 -5.49790 -2.11690
O 4.05049 -5.48135 -2.03658
O 1.73791 -6.18806 -0.91007
C 2.00450 -7.57706 -0.59918
O 1.96647 -6.36050 -3.36942
C 2.27424 -5.82992 -4.72036
H 3.71325 -3.08458 -2.98839
H 2.34247 -2.08425 -2.19975
H 2.28124 -2.55996 -3.75921
H 2.35733 -7.60679 0.43171
H 2.85428 -7.95296 -1.16897
H 1.16558 -8.22608 -0.85036
H 1.66756 -4.96530 -4.98958
H 2.23343 -6.61911 -5.47111
H 3.30585 -5.47828 -4.73527
C 0.99258 -0.50403 10.04208
O 0.27498 -0.22696 8.82260
P 0.70474 0.99288 7.76929
O 2.13083 1.00114 7.26560
O -0.45828 0.92626 6.57988
C -0.32145 1.66182 5.43232
O 0.27374 2.30068 8.60089
C -0.97424 2.31652 9.30378
H 1.31342 -1.54564 10.05611
H 0.36229 -0.43527 10.92870
H 1.82473 0.16744 10.25361
H -0.26698 1.09081 4.50546
H 0.62744 2.18421 5.31052
H -1.14904 2.36974 5.38720
H -1.52516 3.24098 9.13072
H -0.79064 2.24018 10.37549
H -1.53516 1.42001 9.03971
C -0.50167 -4.13381 0.16241
O -1.03217 -4.26779 -1.15200
P -2.54170 -3.72999 -1.54664
O -2.92349 -2.41196 -0.92372
O -2.42112 -3.71652 -3.15515
C -1.30618 -3.08710 -3.79486
O -3.59496 -4.96378 -1.24492
C -4.15008 -5.08410 0.04800
H 0.54370 -3.86858 0.00442
H -0.52687 -5.02579 0.78838
H -1.05546 -3.38216 0.72494
H -0.76947 -2.48356 -3.06288
H -1.84998 -2.44695 -4.48955
H -0.66649 -3.79033 -4.32811
H -5.20979 -5.29205 -0.09992
H -4.07261 -4.20016 0.68104
H -3.69323 -5.92339 0.57239
C -6.12912 -3.71852 -3.97706
O -6.05934 -2.39195 -4.48283
P -6.94639 -1.22998 -3.81010
O -6.86382 0.12370 -4.40696
O -8.46642 -1.83885 -3.77517
C -9.30871 -1.17565 -2.78329
O -6.46715 -1.34222 -2.28479
C -5.30108 -0.67508 -1.85014
H -6.85630 -3.90919 -3.18779
H -5.17069 -3.96550 -3.52044
H -6.40787 -4.38985 -4.78929
H -10.31316 -1.59791 -2.81291
H -9.42128 -0.09320 -2.84435
H -8.86531 -1.32314 -1.79853
H -5.32930 0.39044 -2.07815
H -4.40755 -1.12074 -2.28729
H -5.27267 -0.60857 -0.76254
C -4.13389 5.67283 -4.99887
O -4.26610 4.39506 -4.33714
P -4.68832 4.29006 -2.76403
O -4.11471 5.28083 -1.82497
O -6.33135 4.28077 -2.77284
C -7.12134 3.24599 -3.44292
O -4.19283 2.76433 -2.35353
C -3.58044 2.56304 -1.06340
H -4.57050 5.54817 -5.98980
H -3.07962 5.87957 -5.18290
H -4.61868 6.46877 -4.43358
H -7.91295 2.96011 -2.75030
H -6.40445 2.44267 -3.61279
H -7.70747 3.46923 -4.33439
H -2.57587 2.15527 -1.17594
H -4.19875 1.76527 -0.65188
H -3.54113 3.40342 -0.37035
C 0.88717 3.40673 -2.97602
O 0.32018 2.17748 -2.75888
P 0.54287 0.98199 -3.83752
O 1.93767 0.48581 -3.83151
O -0.56951 -0.15127 -3.41402
C -1.92784 0.19448 -3.25877
O -0.08932 1.59323 -5.24332
C 0.83161 1.70516 -6.37532
H 1.48155 3.74704 -2.12808
H 0.00412 4.04481 -3.01024
H 1.53687 3.46004 -3.84960
H -2.22946 1.19382 -3.57252
H -2.13925 0.06353 -2.19751
H -2.53417 -0.51256 -3.82496
H 0.98838 2.73399 -6.69938
H 0.39319 1.14682 -7.20244
H 1.79517 1.21794 -6.22602
C 1.99225 9.48669 0.33853
O 1.85825 8.04810 0.20451
P 1.12243 7.40943 -1.11648
O 1.59405 7.87586 -2.48023
O 1.19349 5.83267 -0.81751
C 0.31156 5.22907 0.13159
O -0.44363 7.77992 -0.94553
C -1.38104 7.44840 -2.00731
H 1.73799 9.98077 -0.59920
H 3.00396 9.75480 0.64295
H 1.52018 9.96876 1.19460
H 0.03416 4.30879 -0.38244
H -0.57042 5.79043 0.43998
H 0.92092 4.85533 0.95444
H -2.15968 8.20573 -2.09823
H -1.87344 6.48795 -1.85507
H -0.85482 7.37467 -2.95903
C 8.67556 -2.18781 -0.26206
O 8.58539 -1.11632 0.65159
P 7.18919 -0.66371 1.29415
O 6.07977 -0.72846 0.30816
O 7.10278 -1.60455 2.57488
C 7.83926 -1.40658 3.76214
O 7.64704 0.83615 1.90896
C 6.61222 1.63061 2.29541
H 7.68036 -2.55674 -0.51021
H 9.36692 -2.96902 0.05388
H 9.13180 -1.79085 -1.16890
H 8.15724 -2.41001 4.04515
H 7.33478 -0.91925 4.59647
H 8.68372 -0.73920 3.59013
H 5.63185 1.32897 1.92664
H 6.91852 2.59887 1.89949
H 6.51951 1.72499 3.37735
C 4.02294 -0.18592 4.66072
O 3.50944 -0.77611 5.77039
H 4.40290 -0.94963 3.98214
H 3.31290 0.38559 4.06296
H 4.76660 0.55880 4.94437
H 3.28077 -0.07815 6.38859
C 0.69371 -1.95743 3.96865
O 0.60922 -2.67287 2.79973
H -0.34839 -1.81710 4.25578
H 1.14173 -2.60574 4.72169
H 1.27883 -1.03858 3.93064
H 0.47712 -2.03819 2.09169
C -0.10982 -0.51255 -0.27986
O 0.72475 -0.96597 0.68928
H 0.10721 -1.00485 -1.22783
H -1.08935 -0.86009 0.04851
H -0.12509 0.57650 -0.32271
H 1.56827 -0.54145 0.51653
C 4.07825 -3.58777 0.75351
O 4.37402 -4.94575 1.05450
H 3.20693 -3.41979 0.12051
H 3.91763 -3.05835 1.69266
H 4.96528 -3.15171 0.29401
H 4.42640 -5.24080 0.14247
C -1.30830 3.28077 2.06958
O -2.40583 2.40480 2.02222
H -0.54360 2.91761 1.38296
H -1.73319 4.22470 1.72817
H -0.91656 3.40415 3.07924
H -3.18468 2.72137 2.48564
C 1.72110 -2.31653 -6.74320
O 0.78189 -2.83928 -7.68243
H 2.70585 -2.74982 -6.91815
H 1.69986 -1.23857 -6.90339
H 1.31948 -2.50395 -5.74737
H -0.00482 -2.28922 -7.69363
C 3.22695 0.64206 -0.94575
O 3.23394 -0.12923 0.19039
H 3.34648 0.02936 -1.83928
H 2.30399 1.20405 -1.08864
H 4.06582 1.33563 -0.88779
H 4.15220 -0.40912 0.19783
C 4.95713 0.96881 -5.41424
O 4.53111 -0.18830 -4.66983
H 4.17992 1.24630 -6.12631
H 4.97258 1.82728 -4.74276
H 5.92474 0.84547 -5.90068
H 3.68520 0.02675 -4.27011
C 2.68279 3.91655 4.07518
O 1.55557 4.66078 4.35518
H 3.49615 4.54963 3.72057
H 2.99726 3.42177 4.99409
H 2.45731 3.19152 3.29314
H 1.93601 5.47938 4.68193
*
```

Results
* molecular weight: 1549.05 g mol⁻¹
* F_max: 5.15 eV/Å
* frontier orbital gap: 0.3490 Eh